15
Properties=species:S:1:pos:R:3:forces:R:3 method="wB97M-V/def2-TZVPD" lumo_energy_ha=0.021 smiles="CCP(S)Br.C=O" energy_ha=-3507.86458 molar_mass_g_mol=203.0 homo_energy_ev=-8.946 e_above_lowest_kj_mol=237.1
Br -0.631719 1.555328 1.905387 0.21 0.23 -0.21
S 0.059227 1.865635 -1.438728 -1.00 1.09 0.46
P -0.092846 0.379249 0.054221 0.08 0.14 0.70
O 2.053973 -0.098746 1.944567 0.38 0.50 -0.07
C -1.672573 -0.953687 -1.564682 -1.10 -0.20 0.94
C -1.792859 -0.078802 -0.304257 -3.43 -2.22 0.93
C 3.227900 -0.118066 2.161664 0.95 0.21 2.25
H -2.556079 0.756722 -0.408222 1.19 -0.79 0.01
H 1.066503 1.397893 -2.121127 0.94 -0.59 -0.25
H -2.290707 -0.826765 0.478392 1.44 1.87 -0.92
H 3.811287 -1.026613 2.005719 0.33 -0.32 -0.62
H -2.587697 -1.388239 -1.949800 -0.65 0.50 0.09
H 3.841538 0.653013 2.812086 -1.28 -0.53 -1.35
H -1.301804 -0.252379 -2.259315 0.99 -0.19 -1.59
H -1.134144 -1.864543 -1.315905 0.95 0.31 -0.36


67
Properties=species:S:1:pos:R:3:forces:R:3 method="wB97M-V/def2-TZVPD" multiplicity=2 lumo_energy_ha="-0.027 / -0.027" energy_ha=-4494.95953 molar_mass_g_mol=686.6 homo_energy_ev="-8.672 / -9.078" e_above_lowest_kj_mol=8.7
Co 0.116645 1.584452 -0.165310 0.01 0.02 0.12
S 2.525201 1.574111 -1.240704 0.27 0.12 0.30
S 0.333013 4.352178 -1.192101 -0.20 -0.07 -0.09
S 0.526407 -4.475588 -1.144161 -0.01 -0.06 0.06
O 0.322094 3.579808 0.102367 -0.05 -0.27 -0.61
O 1.208872 1.299892 -1.871206 -0.34 0.25 0.04
O -0.317162 -4.625900 -2.301667 0.00 -0.01 0.00
O -0.440477 3.653263 -2.200939 0.15 -0.01 0.11
O 2.290974 1.543520 0.218309 0.10 -0.01 -0.06
O -2.074278 -2.014147 -3.840568 -0.09 0.13 0.01
O -0.028409 5.729295 -0.996720 0.09 0.02 0.24
O 3.614557 0.763303 -1.692667 -0.15 -0.06 -0.12
O -3.174761 -3.202655 -2.412559 -0.08 0.12 0.01
O 1.340232 -3.298053 -0.988073 0.01 0.01 0.00
N -0.409463 -0.345441 -0.451782 -0.03 -0.05 0.08
N -2.215419 1.976891 -0.422052 0.08 -0.07 -0.10
N -1.424912 -2.302770 -0.376875 -0.02 -0.02 -0.06
N -0.533494 1.676273 1.670231 -0.06 0.04 0.08
N -2.320035 -2.384366 -2.716303 0.24 -0.33 -0.05
C -1.757000 -3.650296 0.086823 -0.01 -0.02 0.02
C -0.706029 -1.384742 0.311021 0.09 0.00 -0.01
C -2.766903 1.611992 0.822899 0.02 0.01 0.02
C 3.876501 5.785262 -2.402623 0.01 0.00 0.00
C 0.320313 1.764075 2.662058 -0.05 0.00 -0.01
C 2.064512 4.363602 -1.669039 0.05 -0.07 0.03
C -4.083012 1.305851 1.040483 0.01 0.01 -0.03
C 4.724057 4.695592 -2.448889 0.00 0.01 0.00
C -0.543272 -4.556017 0.295042 0.04 0.02 -0.05
C -0.235032 -1.611366 1.700049 -0.01 0.01 0.00
C 2.931533 3.258706 -1.700158 0.03 0.05 0.03
C -2.341571 1.329862 3.228419 0.00 -0.01 -0.05
C -4.550346 0.999709 2.337760 0.00 0.00 0.01
C 2.556770 5.615069 -2.010713 -0.03 0.00 -0.09
C 2.479442 -5.873900 0.201469 0.00 -0.01 -0.01
C 4.249099 3.441101 -2.096538 0.02 -0.01 0.01
C -1.864921 1.544956 1.921803 0.01 -0.04 0.08
C -0.900636 -0.609995 -1.700573 -0.03 0.01 0.01
C -3.715151 1.045037 3.416613 -0.01 0.00 0.01
C 1.572783 -5.907869 -1.018420 -0.03 0.04 -0.01
C -1.535028 -1.805508 -1.665053 -0.04 0.09 0.04
C -1.400249 1.405900 4.281544 0.00 0.00 0.02
C -0.087929 1.660105 4.006171 0.01 0.00 -0.01
H -5.599019 0.771399 2.474601 0.00 0.00 0.00
H 2.137690 -5.873652 -1.952444 0.01 0.01 0.01
H -2.799339 1.742073 -1.213275 -0.02 0.05 0.00
H 1.914742 -5.990451 1.127153 0.00 0.01 0.00
H 5.755556 4.809890 -2.755011 0.00 0.01 0.00
H 4.898256 2.578329 -2.127935 0.00 0.01 0.00
H -2.410149 -4.080450 -0.662763 -0.02 -0.01 0.02
H 0.649872 1.745969 4.790790 0.00 0.00 0.00
H -4.085945 0.867350 4.418045 0.00 0.00 0.00
H -0.788530 0.078265 -2.520439 0.00 -0.01 -0.01
H 4.230958 6.772296 -2.669278 0.01 0.00 0.00
H 3.196926 -6.691449 0.148397 -0.01 0.00 0.00
H 0.672006 -2.218816 1.678819 0.00 0.01 -0.01
H 3.029407 -4.935050 0.240257 0.01 0.00 0.00
H -1.739071 1.271449 5.301766 0.00 0.00 0.00
H 0.061903 -4.279499 1.155763 -0.03 0.00 0.02
H -4.781202 1.340683 0.213094 0.00 0.00 0.00
H -1.949875 2.955776 -0.488018 0.02 0.04 -0.02
H 0.918197 -6.779050 -1.054576 0.00 0.00 0.00
H -0.990651 -2.112402 2.305699 0.01 0.00 0.00
H 1.359438 1.881195 2.376970 0.01 0.01 0.02
H -0.893633 -5.581546 0.417288 0.02 -0.01 -0.03
H -2.316803 -3.573900 1.018996 0.01 0.03 0.00
H 0.020562 -0.666657 2.164999 -0.01 0.02 0.00
H 1.881208 6.457025 -1.966235 0.01 -0.01 0.01


50
Properties=species:S:1:pos:R:3:forces:R:3 method="wB97M-V/def2-TZVPD" multiplicity=2 lumo_energy_ha="-0.123 / -0.153" charge=+1 energy_ha=-1855.54371 molar_mass_g_mol=720.3 homo_energy_ev="-10.253 / -10.201" e_above_lowest_kj_mol=0.0
I 0.122737 3.300180 3.708710 0.00 0.00 0.02
I -4.751298 5.798537 1.251330 -0.05 0.03 0.02
Ru 0.273979 0.278033 0.046733 -0.03 0.76 0.31
O -0.556746 1.203431 1.537101 -0.74 -0.31 0.14
N -1.383203 0.917114 -1.282303 -0.06 -0.17 -0.17
N -0.268544 -1.635319 0.549957 0.32 0.02 0.03
N 1.015358 -0.089999 -1.885610 -0.18 -0.51 -0.09
C 2.978733 0.548967 1.298158 -0.02 -0.20 -0.01
C -2.640498 1.025883 -0.500001 0.09 0.10 0.00
C -3.375463 4.242642 1.346382 0.03 0.00 0.00
C 2.304512 -0.064577 -2.233577 0.17 -0.21 -0.08
C -1.734389 -3.524731 0.677082 -0.05 0.17 -0.07
C -2.526838 2.154168 0.487312 -0.01 0.04 -0.10
C 0.076382 -0.218664 -2.845517 -0.02 0.23 -0.09
C 0.454482 -3.658713 1.593091 -0.06 -0.11 -0.02
C 4.037647 -1.215337 2.544896 -0.03 -0.04 0.01
C -3.452664 3.194189 0.449431 0.02 -0.11 0.02
C 1.900529 -0.296189 1.027826 0.21 0.60 -0.16
C -1.493469 2.162046 1.439949 0.37 -0.07 -0.03
C 1.760856 -0.431746 -4.523251 -0.01 -0.04 -0.06
C 0.675340 -2.339304 1.224779 0.33 -0.05 0.12
C 4.047794 0.087833 2.053232 -0.02 -0.08 -0.04
C 2.965834 -2.059775 2.289956 0.14 -0.04 0.11
C 0.419709 -0.398281 -4.171168 -0.04 0.02 0.03
C 2.716683 -0.235528 -3.543765 0.01 0.10 0.09
C -2.361451 4.265623 2.293844 -0.01 -0.06 0.03
C -1.435379 3.238089 2.332321 0.03 0.09 0.05
C -1.351220 -0.076607 -2.378043 0.03 0.11 0.06
C -1.444916 -2.226874 0.309561 -0.03 -0.12 0.03
C 1.902595 -1.594896 1.529360 -0.32 -0.09 -0.17
C -0.754693 -4.262732 1.316639 0.11 -0.11 0.07
H 3.010719 0.079222 -1.427484 0.02 -0.05 0.01
H -2.290532 5.079391 3.002116 0.02 0.01 -0.02
H 1.242100 -4.206302 2.089810 -0.03 0.03 0.03
H -0.932826 -5.292339 1.596873 0.00 0.02 0.02
H 2.051544 -0.593097 -5.552805 -0.01 0.05 0.01
H -0.357120 -0.492999 -4.918003 0.01 -0.01 0.01
H 4.864670 -1.568197 3.146230 0.00 -0.01 -0.02
H -2.004409 0.197706 -3.208722 -0.01 -0.01 -0.03
H -4.252147 3.164931 -0.281029 0.04 0.02 -0.02
H 2.965532 -3.060718 2.702876 0.03 0.01 0.00
H -2.190143 -1.641630 -0.195049 -0.07 0.05 -0.04
H -2.776045 0.091185 0.036449 -0.07 -0.09 -0.01
H 2.977101 1.572376 0.937516 0.00 0.03 0.00
H -1.689053 -1.031606 -1.983774 -0.11 -0.04 -0.02
H 3.769818 -0.196610 -3.781475 0.00 -0.06 0.02
H 4.888742 0.735779 2.263782 -0.02 0.01 0.03
H -3.502131 1.178350 -1.153501 0.00 0.02 -0.03
H -2.708463 -3.938137 0.459763 0.01 0.02 -0.02
H -1.189758 1.835231 -1.677985 -0.02 0.05 0.02


100
Properties=species:S:1:pos:R:3:forces:R:3 method="wB97M-V/def2-TZVPD" lumo_energy_ha=-0.217 charge=+2 energy_ha=-5245.74997 molar_mass_g_mol=899.0 homo_energy_ev=-12.791 e_above_lowest_kj_mol=0.0
Ti 0.335405 0.754356 0.933104 0.25 0.12 -0.01
S -0.896306 1.374314 2.983929 -0.11 0.03 0.05
S 1.541290 -0.641032 -0.661605 -0.02 0.00 -0.06
S -2.375008 4.402567 -0.910472 0.00 -0.03 0.00
S 2.240738 2.502888 0.212249 -0.03 0.00 0.03
S 0.390598 -1.465026 2.159015 0.04 -0.12 0.03
P 1.071986 -2.291110 0.454845 -0.05 0.12 -0.12
N 1.873769 2.939527 -2.444658 -0.05 -0.02 0.04
N 3.795838 1.835503 -1.817306 0.01 0.06 0.01
N -3.451695 0.370194 2.904194 -0.02 0.01 -0.05
N -3.316143 2.399456 2.211533 0.11 -0.05 -0.06
N 6.198518 1.905840 5.813048 0.06 0.01 0.04
N -0.849582 2.372538 -0.337204 0.09 -0.09 -0.14
N -0.790839 4.162606 1.212455 0.06 -0.01 0.03
N 1.968083 1.106052 2.608543 0.06 0.03 0.11
C -1.870910 0.895382 -3.614550 0.01 0.00 -0.01
C 2.561566 -3.247996 0.734545 -0.03 -0.08 0.02
C -1.455343 2.091189 -1.584004 -0.06 0.02 0.00
C 4.594216 1.050520 -0.873762 -0.02 -0.01 0.01
C 1.813135 2.387375 -3.795086 -0.04 -0.01 -0.03
C -4.644217 2.049544 2.126969 -0.05 0.00 0.02
C -4.088965 -2.425656 0.109704 0.01 0.01 0.01
C -2.488094 -0.571217 0.094070 0.03 0.01 -0.07
C 4.146069 0.464126 3.369772 -0.02 0.01 -0.01
C -2.346574 3.068584 -2.029237 0.00 0.01 0.00
C -3.028708 2.971606 -3.236228 0.02 0.00 0.01
C 4.842373 -4.770808 1.105722 0.01 0.00 -0.01
C -5.869025 -0.920028 -1.408082 0.00 0.00 0.00
C 3.010182 -3.516036 2.023695 0.02 0.03 0.02
C -0.101160 -3.350825 -0.396926 0.02 0.02 -0.01
C 2.006193 2.130928 3.467048 0.04 0.04 0.04
C -1.249203 -5.461673 -0.476715 0.00 -0.01 0.00
C 4.153294 -4.283106 2.205153 0.01 0.00 -0.01
C -4.725822 0.772789 2.561683 0.00 0.02 0.00
C -1.198308 1.001194 -2.411111 -0.02 -0.03 0.00
C -2.791271 1.862030 -4.023824 0.01 0.00 0.00
C -4.642418 -0.382236 -1.056575 -0.02 0.00 0.00
C -2.595481 1.365257 2.663670 0.08 0.09 0.11
C -6.210288 -2.202899 -0.997617 0.00 0.00 0.00
C -3.746159 -1.130069 -0.287796 -0.02 -0.02 0.01
C 5.293203 1.736602 5.129599 -0.01 -0.01 -0.01
C 3.037780 0.296022 2.569271 -0.05 -0.01 -0.06
C -1.734017 -3.758577 -2.109526 0.00 -0.02 0.00
C 3.250852 -3.745959 -0.372752 -0.01 -0.01 0.00
C 2.644873 2.419090 -1.479257 0.06 -0.07 -0.02
C 4.540075 2.227215 -3.019305 0.05 0.02 0.03
C 4.163002 1.524039 4.270073 -0.06 0.02 -0.02
C 1.065684 4.132408 -2.240308 -0.01 0.04 -0.03
C -5.318900 -2.955499 -0.243102 -0.01 0.00 -0.02
C 3.068689 2.376095 4.317065 -0.01 -0.03 -0.04
C -3.093260 -0.937579 3.443504 0.03 -0.04 -0.08
C -0.807733 -2.917203 -1.514133 0.02 -0.02 0.01
C -0.319505 -4.627289 0.120703 0.03 -0.01 0.06
C -1.414519 -0.092883 0.402749 -0.19 -0.08 0.04
C -1.199139 3.565689 0.059310 -0.01 -0.03 0.10
C 4.393055 -4.502299 -0.183362 0.00 0.00 0.01
C -1.955090 -5.026885 -1.590843 0.00 0.02 -0.02
H -2.894752 3.293182 2.003575 -0.04 0.00 -0.02
H 5.732634 -5.367957 1.250068 0.00 -0.01 0.00
H 2.999166 -0.518333 1.860094 0.02 -0.01 0.03
H 1.448664 4.931177 -2.879696 0.00 0.01 0.01
H 1.145673 2.785720 3.494557 0.01 -0.02 0.00
H -2.857426 -0.847167 4.502028 0.01 -0.02 -0.01
H 2.893884 -3.548072 -1.377128 -0.02 0.00 0.00
H 4.516337 1.446960 -3.779502 0.02 0.01 -0.01
H -3.376091 -3.011452 0.677857 0.00 0.00 0.02
H -6.561743 -0.342045 -2.004863 -0.01 0.01 0.00
H -0.483519 0.246681 -2.120805 -0.01 0.01 0.06
H 2.314579 3.022857 -4.526276 -0.03 -0.01 -0.01
H 0.019577 3.753434 1.657001 -0.06 0.07 -0.04
H 4.979769 -0.218948 3.294892 0.00 -0.01 0.00
H -5.402883 2.726516 1.780870 -0.01 0.01 -0.01
H 3.952255 0.458959 -0.232011 0.01 0.01 0.00
H 0.761253 2.303773 -4.069910 -0.01 0.00 0.00
H -2.284507 -3.422752 -2.977980 -0.01 0.00 -0.01
H -1.415516 -6.454058 -0.080990 0.01 -0.01 0.01
H -5.582880 -3.959036 0.062551 0.00 -0.01 0.01
H 5.217823 1.708009 -0.265523 0.01 0.00 -0.01
H 3.038241 3.213019 4.998888 0.01 0.01 0.01
H 1.129856 4.447767 -1.203281 -0.02 -0.01 -0.03
H -3.711341 3.747725 -3.554023 -0.01 0.01 0.00
H 0.030727 3.939375 -2.521597 0.03 0.00 0.01
H 4.500373 -4.502753 3.205433 0.01 0.00 0.01
H -3.943562 -1.599689 3.307822 0.00 -0.01 0.01
H 2.471046 -3.130273 2.880293 -0.01 0.00 -0.01
H -2.674700 -5.683604 -2.061043 -0.01 0.00 0.00
H 0.241432 -4.974835 0.980809 0.00 0.00 0.01
H -4.363476 0.615598 -1.373986 0.00 0.01 0.00
H -0.811895 5.171749 1.233593 -0.01 -0.01 0.00
H -5.569321 0.113258 2.654867 -0.03 0.00 0.00
H -3.305981 1.754430 -4.968123 -0.01 -0.01 -0.01
H 5.230515 0.384711 -1.453873 -0.01 -0.01 0.00
H -1.673802 0.045344 -4.254480 0.00 -0.01 -0.01
H 4.929985 -4.891321 -1.037396 0.01 0.00 -0.01
H -7.170416 -2.618665 -1.271703 -0.01 -0.01 0.00
H -0.634221 -1.928697 -1.914972 0.00 0.04 0.01
H 2.254875 1.394553 -3.810750 -0.05 0.01 -0.01
H -2.236089 -1.324398 2.894808 -0.05 0.01 0.03
H 4.144251 3.151495 -3.426439 0.05 -0.01 0.02
H 5.574418 2.398126 -2.725534 0.01 -0.01 0.00